1.
{"formula": "C44H73BBeCaClF3N6O21P2", "method": "ωB97M-V with the def2-TZVPD basis set", "total_charge": 2, "spin_multiplicity": 1, "orbital_gap_ev": 0.768, "total_energy_ev": -157475.451, "elements": ["C", "C", "P", "C", "C", "C", "C", "C", "C", "O", "C", "C", "C", "C", "C", "C", "C", "C", "C", "C", "C", "F", "C", "F", "F", "C", "C", "C", "O", "C", "C", "C", "O", "C", "O", "N", "C", "O", "H", "H", "H", "H", "H", "H", "H", "H", "H", "H", "H", "H", "H", "H", "H", "H", "H", "H", "H", "H", "H", "H", "H", "H", "H", "H", "H", "H", "H", "H", "H", "H", "H", "O", "H", "H", "H", "Cl", "C", "C", "O", "H", "H", "H", "H", "H", "H", "C", "C", "C", "O", "C", "N", "H", "H", "H", "H", "H", "H", "H", "H", "H", "H", "H", "O", "H", "H", "N", "O", "O", "O", "Ca", "B", "O", "C", "O", "C", "O", "O", "O", "C", "O", "C", "O", "O", "Be", "O", "P", "N", "C", "C", "N", "C", "C", "N", "C", "C", "H", "H", "H", "H", "H", "H", "H", "H", "H", "H", "H", "H", "H", "H", "H", "H", "H", "H"], "positions_angstrom": [[3.8211, 2.0834, -1.8284], [2.9222, 2.6606, -0.5839], [1.3139, 1.6798, -0.6167], [1.7751, -0.1773, -0.4099], [0.1762, 2.0686, 0.8603], [-1.3800, 1.7343, 0.7082], [-2.0250, 1.1157, -0.6219], [-1.7514, 1.9856, -1.9620], [-2.8781, 1.7474, -3.1183], [-1.4602, 3.3714, -1.7183], [-2.6097, 4.1157, -1.2479], [-2.6555, 5.4849, -2.0761], [-1.5146, 5.7952, -3.1133], [-1.4534, 7.1409, -3.9363], [-2.5462, 8.2261, -3.7179], [-3.6872, 7.9256, -2.7179], [-3.7943, 6.5858, -1.8677], [-2.3475, 2.0101, 1.9452], [-3.9445, 1.6770, 1.9149], [-4.3203, 0.2855, 2.6332], [-3.7760, -1.0165, 1.9060], [-2.5623, -1.6762, 2.3240], [-4.4883, -1.5950, 0.8300], [-5.8504, -1.3880, 0.5330], [-3.7732, -2.5005, -0.0135], [-1.8368, 2.5925, 3.3082], [-0.3162, 2.9235, 3.3409], [0.7286, 2.7065, 2.2113], [2.0835, 3.0428, 2.4453], [2.2697, 4.4666, 2.7072], [2.5611, 5.3684, 1.4153], [1.2661, 5.6878, 0.5069], [3.0188, 6.6656, 1.9404], [-0.1943, 3.5146, 4.8188], [0.8115, 3.8725, 5.4671], [-1.5542, 3.6266, 5.4465], [-2.6117, 2.9013, 4.6674], [-3.7713, 2.5973, 5.0420], [4.8710, 2.5288, -1.8407], [3.7970, 0.9412, -1.9007], [3.2833, 2.4635, -2.7831], [2.7514, 3.7628, -0.8170], [3.5195, 2.4548, 0.3670], [1.9668, -0.5541, -1.4864], [2.6710, -0.3428, 0.2854], [0.8046, -0.6743, -0.0558], [-1.4954, 0.0945, -0.7952], [-3.1392, 0.8780, -0.5596], [-0.7868, 1.5376, -2.4215], [-2.7404, 0.6822, -3.5369], [-2.6826, 2.4566, -4.0004], [-3.9421, 1.9569, -2.7514], [-2.3761, 4.4225, -0.1508], [-3.5906, 3.5382, -1.2081], [-0.6514, 5.0650, -3.3229], [-0.5716, 7.3088, -4.6602], [-2.4373, 9.1981, -4.3148], [-4.4715, 8.7554, -2.5717], [-4.6815, 6.4328, -1.0981], [-4.3945, 1.8166, 0.8778], [-4.4149, 2.5024, 2.5799], [-3.9054, 0.2588, 3.7148], [-5.4625, 0.2146, 2.7339], [3.2104, 4.5497, 3.3781], [1.4269, 4.9676, 3.2914], [3.4564, 4.9729, 0.7980], [0.8867, 6.7760, 0.6215], [0.3619, 5.0168, 0.7155], [1.6029, 5.6113, -0.6003], [2.8570, 7.3516, 1.2427], [-1.7987, 4.6089, 5.2139], [-6.4585, 1.9554, -0.6377], [-6.7404, 1.0210, -0.4950], [-7.2331, 2.5715, -0.6345], [-5.9271, 2.0526, -1.4669], [-5.5211, 5.1629, -1.5760], [6.0884, 0.1933, -5.8792], [5.1712, 0.9721, -4.9593], [5.4440, 0.6451, -3.5976], [5.9591, -0.8815, -5.7311], [5.8853, 0.4317, -6.9253], [7.1368, 0.4210, -5.6633], [4.1278, 0.7260, -5.1635], [5.3055, 2.0502, -5.0952], [6.3678, 0.8739, -3.4217], [8.6088, 8.3143, 1.0898], [7.6144, 7.1604, 1.1807], [6.8110, 6.9327, -0.1163], [5.7692, 7.8816, -0.3391], [6.2076, 9.1142, -0.8908], [6.7266, 7.3835, 2.3301], [8.1282, 9.2916, 1.1664], [9.3339, 8.2546, 1.9075], [9.1658, 8.2799, 0.1493], [8.1952, 6.2506, 1.3694], [6.3106, 5.9607, -0.0341], [7.4681, 6.8674, -0.9916], [7.0441, 8.9822, -1.5826], [6.4781, 9.8066, -0.0914], [5.3723, 9.5569, -1.4377], [6.1328, 6.5643, 2.4468], [6.0728, 8.1218, 2.0686], [3.3384, -1.1379, -6.6060], [2.8239, -1.3844, -5.8276], [3.8426, -1.9347, -6.8143], [9.5905, 5.1995, -1.2181], [10.0550, 4.8758, -0.1177], [8.7047, 4.4746, -1.7665], [9.9788, 6.2209, -1.7787], [0.0893, -1.3240, 1.4094], [0.0945, -6.7357, -1.5406], [0.0641, -5.8557, -2.7211], [0.0139, -4.6085, -2.2739], [-0.0212, -3.6274, -2.9801], [0.0087, -4.6103, -0.8078], [-0.0317, -3.6214, -0.0937], [0.0552, -5.8474, -0.3581], [-1.0485, -7.6585, -1.5429], [-0.5514, -8.9019, -1.5402], [-1.2229, -9.9016, -1.5429], [0.9110, -8.8429, -1.5347], [1.6597, -9.7841, -1.5318], [1.3062, -7.5634, -1.5342], [9.0026, 2.4528, -1.5728], [-6.4439, -10.6523, 1.1157], [-5.5353, -10.1127, 2.2344], [-4.0870, -10.3502, 1.3771], [-3.4759, -11.6242, 1.0473], [-3.8412, -9.3794, 0.3070], [-5.9690, -11.3031, 3.3898], [-5.3399, -12.6013, 3.5140], [-7.4199, -11.4785, 3.5318], [-4.5232, -9.4245, 3.5432], [-4.7251, -7.9782, 3.6734], [-3.1428, -9.7574, 3.8485], [-2.4496, -11.4725, 0.6973], [-4.0339, -12.1561, 0.2692], [-3.3764, -12.2789, 1.9070], [-3.0009, -8.7322, 0.5831], [-4.7085, -8.7390, 0.1334], [-3.6039, -9.8573, -0.6490], [-5.4177, -13.1839, 2.5893], [-5.7975, -13.1908, 4.3145], [-4.2926, -12.5177, 3.8044], [-7.8262, -12.1385, 2.7565], [-7.9374, -10.5167, 3.4619], [-7.6677, -11.8990, 4.5108], [-4.2120, -7.4322, 2.8718], [-4.3713, -7.6112, 4.6406], [-5.7925, -7.7425, 3.6137], [-2.4356, -9.2874, 3.1549], [-2.9593, -10.8306, 3.8498], [-2.8918, -9.4134, 4.8577]], "mulliken_charge": [-1.1554, 0.2635, -0.0686, -0.7680, 1.5217, -0.2140, -0.2232, -0.2191, -1.0503, 0.0316, 0.2148, 0.3100, -0.3658, -0.4694, -0.3944, -0.4785, -0.0825, 0.3463, -0.8003, -0.4225, 0.4400, -0.3914, 0.1274, -0.2437, -0.1573, 0.3599, 0.3735, -0.2217, -0.4850, -0.6888, 1.0649, -1.0764, -0.5828, -0.1404, -0.4628, -0.4192, 0.2834, -0.4799, 0.3384, 0.2529, 0.2738, -0.1238, 0.4600, 0.4460, 0.4792, -0.1946, -0.0964, -0.1597, 0.1757, 0.3984, 0.3547, 0.0640, 0.1520, 0.0356, 0.1662, 0.3221, 0.3439, 0.3165, 0.2464, -0.0048, 0.5773, 0.3159, 0.4320, 0.3178, 0.1928, -0.1743, 0.5548, -0.1609, 0.3116, 0.3306, 0.3677, -0.3683, 0.4401, 0.4545, 0.3076, -0.5009, -1.1361, -0.0955, -0.4356, 0.2166, 0.3240, 0.4249, 0.2545, 0.2592, 0.1754, -1.4385, 0.3145, -0.4989, -0.3181, -0.7681, -0.6956, 0.3090, 0.3680, 0.3222, 0.4281, 0.2040, 0.3505, 0.3261, 0.2760, 0.2434, 0.1794, 0.3642, -0.6178, 0.2966, 0.3210, 1.1579, -0.5729, -0.5562, -0.5036, 1.6989, 1.2852, -0.5264, 0.7099, -0.6177, 0.2968, -0.5494, -0.5734, -0.5788, 0.7748, -0.5631, 0.3868, -0.5469, -0.5085, 0.5877, -0.8023, 0.7532, 0.2853, -1.0546, -1.2373, 0.2192, -1.0194, -1.0016, 0.1169, -1.0082, -0.7686, 0.3271, 0.3543, 0.3453, 0.2720, 0.3975, 0.3768, 0.3683, 0.3844, 0.2210, 0.3325, 0.3211, 0.3564, 0.3078, 0.3552, 0.3326, 0.2420, 0.2148, 0.3333]}

***

2.
{"formula": "C3H10O3S", "method": "ωB97M-V with the def2-TZVPD basis set", "relative_energy_ev": 1.691, "total_charge": 0, "spin_multiplicity": 1, "orbital_gap_ev": 10.127, "total_energy_ev": -20249.075, "elements": ["O", "C", "C", "C", "S", "H", "H", "H", "H", "H", "H", "O", "H", "H", "O", "H", "H"], "positions_angstrom": [[0.1708, -1.3395, 0.0095], [-0.4710, -0.4854, 0.5675], [-0.3646, 0.9452, 0.4395], [-0.3470, 1.7899, 1.6893], [-1.2107, 3.3868, 1.7312], [-1.0066, -0.7117, 1.4572], [0.6388, 1.2196, -0.2108], [-1.3085, 1.1775, -0.0303], [0.7075, 2.0733, 1.8317], [-0.6213, 1.3401, 2.6917], [-0.1342, 4.0131, 1.0121], [-0.3750, 1.4892, -3.4106], [-0.4102, 0.5686, -3.3862], [-1.2366, 1.8681, -3.6876], [1.7135, -5.8428, -0.4585], [2.3465, -6.5345, -0.0962], [1.9087, -4.9574, -0.1495]], "mulliken_charge": [-0.4851, -0.1816, 0.1198, -0.8343, -0.1989, 0.3504, 0.2212, 0.2162, 0.3140, 0.3381, 0.1425, -0.6342, 0.3126, 0.3189, -0.6472, 0.3293, 0.3182]}

***

- Number 1 is which compound?
  C44H73BBeCaClF3N6O21P2